7 unconnected molecules or ions with the total composition C53H97N8O7. Source: OMol25; level of theory: ωB97M-V/def2-TZVPD.

Maximum force (eV/Å): 3.75
E_HOMO (eV): -22.366
Net charge: +7
Kohn-Sham gap (eV): 5.61

Structure (XYZ):
```
165
Properties=species:S:1:pos:R:3:forces:R:3
C -0.44037 -7.03165 5.55450 0.70 -1.02 0.04
N -0.57857 -6.34506 4.26172 -1.69 -0.93 -1.10
C 0.04034 -5.20365 3.93699 -0.94 -1.22 -0.35
C -0.19753 -4.67519 2.68732 1.63 1.94 0.01
C -0.98817 -5.20697 1.71418 -1.19 -1.14 0.07
C -1.69347 -6.34204 2.11253 -0.05 -0.74 1.02
C -1.47558 -6.88913 3.38711 0.27 0.51 -0.88
C -1.07051 -4.59557 0.36412 -0.21 -0.45 -1.54
C -1.16633 -5.45417 -0.80325 0.50 1.53 3.39
C -1.13108 -4.89262 -2.01687 0.01 0.07 -1.87
N -1.10283 -3.55244 -2.18563 0.11 0.21 0.31
C -1.06521 -2.71768 -1.13725 0.04 0.75 0.04
C -1.01893 -3.21396 0.16669 -0.46 -0.80 -0.26
C -1.18768 -2.98916 -3.55370 0.42 0.49 -0.16
H 0.49351 -6.74649 6.02253 -0.05 0.12 0.23
H -0.45685 -8.12041 5.40942 0.35 0.30 -0.29
H -1.30360 -6.87512 6.15848 -0.57 0.74 0.61
H 0.67458 -4.85925 4.70737 0.76 0.85 0.39
H 0.29995 -3.76749 2.37068 0.39 0.13 0.58
H -2.45069 -6.85840 1.54570 -0.05 0.09 -0.44
H -2.01238 -7.80047 3.65559 0.25 0.30 0.33
H -1.18627 -6.48784 -0.58445 -0.12 -1.03 -0.50
H -1.11164 -5.45651 -2.94838 -0.21 -0.05 0.28
H -1.06189 -1.62666 -1.35989 -0.03 -0.90 0.24
H -1.07811 -2.55492 1.01955 0.21 0.33 -0.18
H -0.19374 -2.65263 -3.91747 -0.47 -0.46 0.34
H -1.82607 -2.11287 -3.48215 -0.10 -0.01 -0.14
H -1.62242 -3.71738 -4.22943 0.05 -0.09 -0.01
C 1.61800 -10.22634 0.81298 -0.05 0.70 0.53
N 1.80986 -8.86736 0.24155 0.97 0.78 1.27
C 2.25117 -7.87024 1.08239 -0.42 -0.62 -0.08
C 2.50393 -6.63493 0.61526 -0.10 1.81 -1.14
C 2.30586 -6.32319 -0.77898 0.92 1.21 2.71
C 1.90952 -7.33757 -1.55272 -0.50 -1.11 -2.14
C 1.66749 -8.60271 -1.03833 -0.04 -0.75 -0.16
C 2.56931 -4.94212 -1.29199 0.50 -0.81 -1.29
C 3.08569 -4.78091 -2.60060 -0.26 -0.13 1.04
C 3.29519 -3.50958 -3.07032 -0.31 -0.15 -0.01
N 2.98317 -2.44316 -2.31645 0.29 0.26 1.30
C 2.52123 -2.54906 -1.03357 0.37 -0.63 -1.47
C 2.32583 -3.81768 -0.52956 -0.20 0.57 0.12
C 3.32491 -1.13067 -2.85054 -0.82 1.10 0.28
H 0.61628 -10.23972 1.20636 -0.63 -0.45 -0.26
H 2.24440 -10.28342 1.69767 0.44 -0.36 -0.27
H 1.82988 -10.96807 0.05859 -0.03 -0.29 0.03
H 2.38327 -8.04893 2.13884 0.02 -0.65 -0.06
H 2.85327 -5.86415 1.31090 -0.02 -0.42 -0.28
H 1.80975 -7.23380 -2.63058 -0.13 0.00 0.14
H 1.38638 -9.45099 -1.64649 -0.07 0.06 -0.27
H 3.37249 -5.63006 -3.20157 -0.01 -0.03 -0.14
H 3.66904 -3.31011 -4.06478 0.18 0.04 -0.01
H 2.29224 -1.62061 -0.52660 0.06 -0.07 -0.03
H 1.94368 -3.91102 0.46198 -0.15 -0.05 0.53
H 4.37838 -0.97261 -2.95044 0.64 -0.35 -0.39
H 2.95041 -0.32755 -2.23594 -0.16 -0.15 0.81
H 2.75342 -0.97081 -3.73658 0.16 -0.20 -1.13
C -1.63067 8.26033 -3.10675 -0.60 0.61 -0.81
C -2.34156 7.53218 -1.99741 -0.28 -0.80 0.48
C -2.43671 6.03081 -2.26594 0.75 -0.82 0.48
N -3.01014 5.13767 -1.13707 -0.68 1.90 0.24
C -2.08314 5.04898 0.04677 0.81 -0.31 -1.42
C -4.43712 5.68902 -0.69044 1.44 -0.83 0.11
C -5.00144 4.47633 0.08389 1.26 0.96 0.13
C -4.37749 3.26511 -0.62269 -0.17 -0.72 0.21
C -3.29767 3.76864 -1.59948 -0.81 -0.25 -0.15
H -0.71282 7.81335 -3.46935 0.31 -0.03 0.28
H -1.49502 9.29146 -2.81923 0.61 0.23 0.36
H -2.27064 8.41368 -3.96917 -0.26 -0.49 -0.31
H -3.35585 7.90352 -1.90758 -0.19 0.29 0.01
H -1.84641 7.75293 -1.05057 0.07 -0.24 0.10
H -1.47131 5.55917 -2.44318 0.52 0.29 0.10
H -2.96302 5.78813 -3.18213 -0.71 0.20 0.02
H -1.92623 6.02515 0.48574 -0.14 0.02 0.19
H -1.12069 4.63963 -0.33809 -0.52 0.49 0.24
H -2.46609 4.29739 0.71418 -0.29 0.12 0.51
H -4.27198 6.61858 -0.13192 -0.18 -0.37 -0.10
H -4.89466 5.90242 -1.64997 -0.50 -0.01 0.06
H -4.67232 4.52345 1.12501 0.10 0.12 -0.09
H -6.06610 4.49158 0.16002 -0.75 -0.12 -0.42
H -3.91306 2.55935 0.07529 -0.12 0.20 0.18
H -5.16256 2.69400 -1.09691 -0.05 -0.12 -0.52
H -2.38339 3.16527 -1.53301 -0.16 0.19 -0.23
H -3.67742 3.82950 -2.63386 0.26 -0.07 0.39
C 2.40325 1.19531 6.39815 0.13 -0.22 -1.36
C 1.47015 0.82083 5.23143 -0.89 0.40 -0.32
C 0.07096 0.46293 5.70023 -0.08 0.14 -0.63
N -1.03386 0.37156 4.59993 -1.19 0.29 0.31
C -0.83104 -0.82763 3.70821 -0.42 0.17 1.32
C -1.25697 1.61230 3.70252 -0.29 0.38 0.95
C -2.77351 1.60628 3.36140 0.19 -0.44 -0.87
C -3.48320 0.52763 4.17774 1.43 0.01 1.51
C -2.46565 0.27830 5.33444 0.73 -0.06 -1.19
H 2.13191 2.08744 6.94630 -0.33 0.09 0.04
H 3.34040 1.38770 5.89219 0.48 0.19 0.28
H 2.56385 0.36848 7.05780 -0.01 -0.43 0.56
H 1.83390 -0.04563 4.66553 0.41 0.20 0.08
H 1.39008 1.67255 4.54503 0.20 -0.02 0.01
H -0.31480 1.20050 6.37600 -0.14 0.39 0.45
H 0.17248 -0.48824 6.22206 -0.73 -0.16 -0.06
H -1.55699 -0.86311 2.91459 -0.46 0.29 -0.21
H -0.97365 -1.73911 4.32280 0.48 0.48 -0.33
H 0.13941 -0.70500 3.26296 0.56 -0.32 -0.03
H -0.60855 1.63284 2.81974 0.03 -0.34 0.28
H -1.04085 2.51720 4.29763 0.13 -0.58 -0.07
H -2.93191 1.35303 2.30237 0.05 0.43 0.11
H -3.23328 2.56782 3.56512 0.20 0.18 -0.12
H -3.65841 -0.36876 3.60980 -0.21 -0.36 -0.15
H -4.41305 0.90409 4.57686 -0.29 -0.15 0.13
H -2.42530 -0.67892 5.83805 -0.44 -0.22 0.01
H -2.53541 1.06440 6.09483 0.37 -0.04 -0.29
C 4.73173 5.77503 -0.81120 -0.42 0.00 -0.01
O 4.43480 4.44254 -0.34565 -0.54 -0.07 -0.31
C 3.77240 3.64731 -1.29212 1.30 -0.49 0.52
C 3.56886 2.25581 -0.69303 0.58 0.78 0.68
N 2.91157 2.36402 0.64493 -1.18 0.11 -0.52
H 3.12677 3.29462 1.04490 0.28 -0.29 0.02
H 1.89652 2.30072 0.44670 -0.13 0.35 0.16
C 3.18370 1.30465 1.67910 -0.18 0.76 -0.79
C 4.49780 1.61855 2.28239 0.71 0.29 0.27
O 4.24133 2.91015 2.83725 -0.66 -1.40 -0.61
C 5.33427 3.42439 3.51991 1.65 0.59 0.69
H 3.86294 6.37405 -1.05891 -0.78 -0.14 0.41
H 5.27599 5.81411 -1.74195 0.84 -0.51 -0.07
H 5.23529 6.22841 0.01545 0.53 0.40 0.15
H 4.44855 3.46240 -2.13781 -0.42 0.34 -0.38
H 2.82409 4.08510 -1.58109 -0.34 0.21 -0.36
H 4.52632 1.80477 -0.45970 0.29 -0.17 -0.58
H 2.96625 1.69749 -1.40529 -0.13 -0.41 0.38
H 3.11725 0.34253 1.16366 -0.18 -0.01 0.39
H 2.46287 1.52612 2.47356 -0.26 -0.72 -0.31
H 5.30955 1.59604 1.54549 0.03 0.57 -0.14
H 4.82976 0.82767 2.96731 -0.36 0.37 0.60
H 6.17801 3.52782 2.83733 0.26 -0.17 0.14
H 5.58087 2.81772 4.38758 0.26 -0.34 -0.03
H 5.15646 4.40669 3.92405 -0.62 0.40 -0.16
C -3.66664 -0.21899 -2.16122 -0.31 0.41 1.23
O -2.58205 -0.24112 -3.06061 0.13 -0.96 0.97
C -2.76664 0.62788 -4.12321 -0.27 1.45 -0.58
C -1.50447 0.64574 -4.93869 0.80 0.65 0.54
N -0.32463 1.19606 -4.08912 -0.77 0.66 -0.19
H -0.31920 0.74529 -3.16577 0.32 -0.18 -0.04
H 0.51569 0.97935 -4.60794 0.34 -0.31 0.08
C -0.28191 2.73393 -3.88926 -1.07 -1.65 -1.04
C -0.27412 3.45102 -5.24982 -0.68 -0.27 1.00
O -1.61474 3.51938 -5.72111 0.51 0.32 -0.34
C -1.71090 4.24369 -6.98963 0.47 0.61 0.15
H -4.64332 -0.47628 -2.54280 -0.18 0.14 -0.82
H -3.70692 0.72548 -1.62920 -0.21 0.67 -0.36
H -3.54209 -0.87735 -1.32132 0.72 -0.92 0.07
H -2.95526 1.66423 -3.76784 0.00 -0.37 -0.01
H -3.65654 0.36131 -4.69827 0.20 -0.09 -0.37
H -1.55176 1.31662 -5.78306 -0.36 0.00 -0.29
H -1.17773 -0.33405 -5.24601 -0.05 -0.40 -0.17
H 0.55218 2.94341 -3.24139 0.50 0.04 -0.01
H -1.19591 2.92892 -3.34586 -0.20 0.46 0.00
H 0.36634 2.91658 -5.98292 0.07 0.59 0.32
H 0.11170 4.41901 -4.91586 0.19 0.36 -1.03
H -2.73153 4.46680 -7.24492 -0.60 -0.66 0.17
H -1.20336 3.74508 -7.81481 -0.07 -0.35 0.15
H -1.28495 5.23983 -6.90922 0.47 0.08 0.34
O -1.11774 0.08521 0.05147 0.72 0.79 -0.01
C 0.04564 0.81799 -0.39947 -0.74 -0.06 0.48
O 0.29759 1.89507 0.19606 -0.59 -1.41 -0.73
O 0.62390 0.22581 -1.34234 -0.14 0.40 0.47
H -1.61155 0.62605 0.69490 0.42 -0.01 -0.32
```
Forces are in eV/Å.